DFT (the ωB97M-V functional and the def2-TZVPD basis) results for CH4N2O in the gas phase at a distorted geometry.

XYZ file:
```
8
Properties=species:S:1:pos:R:3:nbo_charge:R:1
N -1.303 -0.389 -0.243 -0.7529
N 0.196 -0.690 0.437 0.0053
C 1.057 0.491 0.149 0.0173
O 1.118 -0.625 -0.650 -0.3635
H -1.796 -1.259 -0.464 0.3716
H -1.767 0.290 0.399 0.3607
H 0.565 1.411 -0.423 0.1773
H 1.931 0.771 0.794 0.1842
```

**ΔE to the lowest compared entry with this formula, charge and spin**: 126.1 kcal/mol
**Gap between HOMO and LUMO**: 10.65 eV
**SMILES string**: NN1CO1
**LUMO**: 1.152 eV
**E_tot**: -6125.039 eV


DFT (the ωB97M-V functional and the def2-TZVPD basis) results for 18 unconnected molecules or ions with the total composition C24H84O18 at a distorted geometry.

XYZ file:
```
126
Properties=species:S:1:pos:R:3:lowdin_charge:R:1
C 3.850 -3.719 1.066 -0.0559
C 2.521 -4.230 1.716 -0.2932
O 1.538 -3.228 1.938 -0.0974
H 4.612 -4.496 0.927 0.0775
H 4.321 -2.823 1.458 0.0588
H 3.611 -3.402 0.054 0.0430
H 2.705 -4.802 2.667 0.1101
H 2.072 -5.070 1.118 0.0994
H 0.887 -3.351 1.267 0.0282
C 1.444 5.553 -5.182 -0.0990
C 0.349 4.632 -4.736 -0.3171
O -0.408 5.229 -3.695 -0.1104
H 2.105 5.875 -4.381 0.0495
H 1.078 6.549 -5.617 0.1057
H 2.130 5.036 -5.865 0.0773
H 0.827 3.711 -4.257 0.1274
H -0.275 4.317 -5.589 0.1213
H -1.227 4.723 -3.624 0.0163
C -1.420 3.404 2.456 -0.0989
C -0.542 4.223 1.611 -0.3174
O 0.250 3.300 0.915 -0.1176
H -0.775 2.878 3.212 0.1001
H -2.033 2.667 1.921 0.0752
H -2.118 4.026 2.981 0.0622
H 0.075 4.953 2.169 0.1248
H -1.170 4.845 0.917 0.1280
H 0.512 3.602 0.042 0.0423
C 4.613 -3.582 -3.305 -0.0890
C 3.971 -5.016 -3.335 -0.2479
O 2.874 -4.873 -4.272 -0.0567
H 5.649 -3.479 -2.915 0.0793
H 4.024 -2.896 -2.693 0.0406
H 4.648 -3.107 -4.291 0.0707
H 3.676 -5.222 -2.305 0.0874
H 4.747 -5.761 -3.626 0.1209
H 2.977 -5.531 -4.873 0.0238
C -2.175 2.512 -1.057 -0.0494
C -2.563 2.562 -2.534 -0.2191
O -2.529 3.881 -3.200 -0.1053
H -1.089 2.641 -0.941 0.0725
H -2.635 1.584 -0.668 0.0567
H -2.727 3.261 -0.461 0.0715
H -3.548 2.108 -2.622 0.1079
H -1.787 1.981 -3.099 0.1206
H -3.321 4.438 -3.082 0.1161
C -1.783 -1.176 -4.631 -0.0831
C -2.045 -1.468 -3.172 -0.2561
O -0.942 -2.114 -2.458 -0.1282
H -2.573 -0.460 -4.944 0.0920
H -1.777 -2.072 -5.185 0.0621
H -0.844 -0.611 -4.786 0.0685
H -2.864 -2.090 -3.196 0.0836
H -2.220 -0.486 -2.635 0.1067
H -0.133 -2.181 -3.040 0.0472
C -0.110 -5.878 2.622 -0.1683
O -0.225 -6.060 1.245 -0.1263
H -0.403 -6.744 3.159 0.0743
H 0.904 -5.553 2.933 0.0629
H -0.790 -5.160 2.941 0.0536
H -0.268 -5.194 0.768 0.0328
C 4.819 -2.718 4.450 -0.1716
O 5.031 -1.452 3.806 -0.1566
H 3.719 -3.034 4.534 0.0870
H 5.274 -3.510 3.870 0.0557
H 5.266 -2.712 5.470 0.0782
H 4.145 -0.981 3.868 0.0576
C -4.972 0.111 0.137 -0.1715
O -4.083 -0.266 -0.897 -0.1547
H -5.852 0.621 -0.271 0.0865
H -5.396 -0.730 0.727 0.0900
H -4.454 0.790 0.791 0.0432
H -3.180 -0.392 -0.524 0.0401
C -5.019 2.698 3.507 -0.0978
O -5.209 2.550 2.091 -0.1147
H -5.357 1.842 4.089 0.0853
H -3.963 2.939 3.706 0.0698
H -5.623 3.493 3.886 0.0675
H -5.620 1.772 1.858 0.0059
C 0.515 -2.196 5.566 -0.1684
O -0.007 -3.063 4.608 -0.1409
H 1.474 -2.607 5.877 0.0720
H 0.663 -1.151 5.174 0.0815
H -0.197 -2.110 6.344 0.0623
H 0.446 -2.926 3.742 0.0551
C 1.804 -0.844 -3.274 -0.1267
O 1.229 -1.800 -4.199 -0.1678
H 1.629 -1.179 -2.222 0.0678
H 2.903 -0.656 -3.424 0.0927
H 1.192 0.087 -3.364 0.0895
H 1.763 -2.635 -4.209 0.0841
C -2.067 -1.581 1.831 -0.0694
O -2.084 -0.382 1.014 -0.1632
H -3.132 -1.799 1.887 0.0778
H -1.596 -2.430 1.294 0.0791
H -1.645 -1.365 2.816 0.0845
H -1.262 0.121 1.073 0.0469
C 0.702 -4.682 -1.448 -0.1347
O -0.080 -4.013 -0.490 -0.1764
H 0.055 -5.105 -2.273 0.1102
H 1.413 -3.933 -1.897 0.0764
H 1.248 -5.529 -0.931 0.1000
H -0.683 -3.363 -0.898 0.0774
C 2.688 1.648 4.650 -0.1443
O 2.688 0.350 4.133 -0.1717
H 3.723 1.934 4.700 0.0795
H 2.222 2.361 3.937 0.0879
H 2.155 1.543 5.571 0.0747
H 1.893 0.327 3.511 0.0826
C 2.260 5.131 -1.574 -0.1322
O 0.977 4.547 -1.509 -0.1515
H 2.773 4.585 -2.318 0.0593
H 2.144 6.177 -1.832 0.0870
H 2.853 5.016 -0.657 0.0898
H 0.434 4.876 -2.240 0.0311
C 1.414 0.010 0.889 -0.1240
O 0.634 0.747 1.815 -0.1599
H 1.006 -0.024 -0.138 0.0737
H 2.369 0.495 0.962 0.0828
H 1.444 -1.103 1.095 0.0851
H 0.530 1.657 1.502 0.0306
C -5.557 5.398 0.581 -0.1424
O -4.161 5.165 0.860 -0.1382
H -6.052 4.471 0.466 0.0518
H -5.950 5.983 1.405 0.0749
H -5.806 5.964 -0.325 0.0746
H -4.133 4.204 0.988 0.0257
```

**ΔE to the lowest compared entry with this formula, charge and spin**: 199.4 kcal/mol
**Gap between HOMO and LUMO**: 10.00 eV
**LUMO**: 0.468 eV
**E_tot**: -63097.996 eV


DFT (the ωB97M-V functional and the def2-TZVPD basis) results for C5H6O2 in the gas phase.

XYZ file:
```
13
Properties=species:S:1:pos:R:3:nbo_charge:R:1
O 0.659 -0.732 -2.838 -0.5060
C 0.756 0.212 -2.098 0.4589
C 1.716 0.268 -0.916 -0.5743
C 0.825 0.141 0.239 -0.0004
C -0.089 0.016 1.016 -0.0361
C -1.253 -0.187 1.892 -0.1306
O -2.477 -0.115 1.189 -0.6932
H 0.086 1.093 -2.176 0.1159
H 2.431 -0.557 -0.989 0.2513
H 2.258 1.221 -0.903 0.2453
H -1.143 -1.148 2.415 0.1901
H -1.294 0.599 2.650 0.2091
H -2.475 -0.811 0.519 0.4700
```

**ΔE to the lowest compared entry with this formula, charge and spin**: 56.6 kcal/mol
**Gap between HOMO and LUMO**: 10.59 eV
**SMILES string**: O=CCC#CCO
**LUMO**: 0.749 eV
**E_tot**: -9374.641 eV


DFT (the ωB97M-V functional and the def2-TZVPD basis) results for C10H12BCl4NO in the gas phase at a distorted geometry.

XYZ file:
```
29
Properties=species:S:1:pos:R:3:nbo_charge:R:1
Cl -3.227 2.790 -0.939 -0.2718
B -1.348 2.687 -0.894 0.4893
Cl -0.562 3.845 -2.135 -0.2584
Cl -0.794 3.360 0.865 -0.3649
O -1.062 1.297 -1.014 -0.7108
C 0.137 0.830 -0.505 0.3119
C 0.658 -0.301 -1.399 -0.0883
C 2.015 -0.542 -1.448 -0.2143
C 2.481 -1.591 -2.238 -0.2016
C 1.589 -2.450 -2.867 -0.0630
Cl 2.136 -3.661 -3.916 0.0478
C 0.223 -2.201 -2.772 -0.2038
C -0.256 -1.150 -1.999 -0.1924
H 0.930 1.613 -0.372 0.2203
H 2.704 0.111 -0.926 0.2204
H 3.534 -1.781 -2.343 0.2288
H -0.487 -2.830 -3.268 0.2309
H -1.319 -0.940 -1.884 0.2499
C -0.811 0.372 4.440 -0.3392
C -0.892 -0.448 3.370 -0.2350
C -1.114 0.170 1.945 -0.2805
N 0.045 0.117 0.963 -0.5748
H -0.624 0.024 5.473 0.2167
H -0.985 1.439 4.322 0.2109
H -0.951 -1.559 3.460 0.2135
H -2.034 -0.271 1.552 0.2349
H -1.211 1.239 2.098 0.2576
H 0.415 -0.867 1.007 0.4300
H 0.809 0.699 1.425 0.4360
```

**ΔE to the lowest compared entry with this formula, charge and spin**: 0.0 kcal/mol
**Gap between HOMO and LUMO**: 9.17 eV
**LUMO**: -0.171 eV
**E_tot**: -64870.924 eV


DFT (the ωB97M-V functional and the def2-TZVPD basis) results for C5H5N in the gas phase at a distorted geometry.

XYZ file:
```
11
Properties=species:S:1:pos:R:3:nbo_charge:R:1
N -2.766 -0.101 -0.424 -0.3601
C -1.824 -0.011 0.201 0.2665
C -0.297 -0.035 0.813 -0.2570
C 0.393 1.174 0.114 -0.1908
C 1.008 0.381 -0.741 -0.1565
C 0.464 -0.927 -0.113 -0.4260
H -0.197 -0.256 1.855 0.2422
H 0.500 2.202 0.158 0.2165
H 1.661 0.712 -1.529 0.2116
H -0.186 -1.595 -0.741 0.2331
H 1.244 -1.545 0.408 0.2206
```

**ΔE to the lowest compared entry with this formula, charge and spin**: 62.2 kcal/mol
**Gap between HOMO and LUMO**: 11.29 eV
**SMILES string**: N#C[C@@H]1C=CC1
**LUMO**: 0.953 eV
**E_tot**: -6753.211 eV


DFT (the ωB97M-V functional and the def2-TZVPD basis) results for a gas-phase ion, CH4N5 (charge +1) at a distorted geometry.

XYZ file:
```
10
Properties=species:S:1:pos:R:3:nbo_charge:R:1
C 1.017 0.294 -0.180 -0.4700
N -1.033 -0.037 0.909 0.1676
N -2.305 -0.113 0.974 -0.0919
N -0.410 0.165 -0.127 0.0248
N -2.768 -0.040 -0.285 -0.0949
N -2.110 0.172 -1.252 0.1582
H 1.308 1.376 -0.364 0.2747
H 1.288 -0.076 0.850 0.2826
H 1.546 -0.405 -0.924 0.2835
H -3.723 0.085 -0.305 0.4655
```

**ΔE to the lowest compared entry with this formula, charge and spin**: 111.8 kcal/mol
**Gap between HOMO and LUMO**: 9.02 eV
**LUMO**: -7.331 eV
**E_tot**: -8538.849 eV
**Charge**: +1